No. 1
C33H33IrN2O3STe | ωB97M-V/def2-TZVPD

E_tot: -2382.70443 a.u.
Net charge: +1
⟨S²⟩: 0.790
Spin multiplicity: 2
LUMO energy (alpha / beta): -4.761 / -4.982 eV

Last column: Mulliken spin population.
Positions of all 74 atoms, in Å:
1 Ir 0.34 -0.17 -0.68  0.001
2 O 0.66 -1.89 1.03  0.001
3 S 0.87 -0.90 2.08  -0.020
4 O 2.24 -0.73 2.49  0.028
5 N 0.32 0.46 1.39  0.006
6 C 0.68 1.73 1.68  -0.016
7 C 1.00 2.20 2.95  -0.011
8 C 1.21 3.56 3.16  0.001
9 C 1.14 4.47 2.14  0.002
10 C 0.88 4.04 0.82  -0.021
11 C 0.81 4.91 -0.28  0.002
12 C 0.56 4.40 -1.53  -0.007
13 C 0.44 3.02 -1.69  0.017
14 N 0.49 2.18 -0.68  0.040
15 C 0.68 2.65 0.57  0.039
16 C -0.19 -1.24 3.46  0.004
17 C 0.32 -1.53 4.70  0.001
18 C -0.56 -1.69 5.76  0.000
19 C -1.93 -1.55 5.56  -0.001
20 C -2.42 -1.27 4.30  0.000
21 C -1.55 -1.11 3.23  0.001
22 H 1.04 1.49 3.76  0.001
23 H 1.42 3.90 4.17  0.000
24 H 1.25 5.53 2.32  0.000
25 H 0.95 5.97 -0.12  0.000
26 H 0.46 5.05 -2.39  0.000
27 H 0.29 2.59 -2.67  -0.001
28 H 1.39 -1.64 4.83  -0.002
29 H -0.18 -1.94 6.74  0.000
30 H -2.61 -1.66 6.39  0.000
31 H -3.49 -1.17 4.14  0.000
32 H -1.91 -0.90 2.24  -0.001
33 Te 3.05 0.20 -0.10  0.913
34 C 5.08 -0.17 -0.67  -0.012
35 C 6.01 -0.12 0.36  -0.005
36 C 7.36 -0.03 0.08  -0.023
37 C 7.79 0.02 -1.24  0.039
38 C 6.86 -0.09 -2.27  -0.019
39 C 5.51 -0.20 -1.99  0.035
40 H 5.66 -0.14 1.39  -0.007
41 H 8.07 0.03 0.89  -0.001
42 H 8.83 0.14 -1.46  0.002
43 H 7.20 -0.07 -3.29  -0.001
44 H 4.80 -0.28 -2.80  0.000
45 C -4.12 0.44 0.50  0.002
46 C -4.41 0.63 -1.00  -0.002
47 C -3.77 1.92 -1.50  0.000
48 C -3.96 -0.60 -1.74  0.006
49 C -4.89 -1.49 -2.23  -0.005
50 C -4.50 -2.68 -2.84  0.010
51 C -3.15 -2.98 -2.98  -0.005
52 C -2.18 -2.12 -2.51  0.000
53 C -0.72 -2.45 -2.64  0.007
54 C -0.37 -3.70 -1.84  0.002
55 C -0.31 -2.59 -4.11  0.002
56 C -2.56 -0.91 -1.85  0.007
57 O -1.70 -0.13 -1.30  0.005
58 H -4.54 1.27 1.07  0.000
59 H -3.05 0.41 0.66  -0.001
60 H -4.57 -0.49 0.85  0.000
61 H -5.50 0.71 -1.13  0.000
62 H -2.70 1.91 -1.34  -0.001
63 H -4.20 2.77 -0.97  0.000
64 H -3.97 2.05 -2.57  0.000
65 H -5.94 -1.28 -2.12  0.000
66 H -5.24 -3.36 -3.21  0.000
67 H -2.86 -3.90 -3.45  0.000
68 H -0.11 -1.58 -2.21  -0.011
69 H -0.98 -4.54 -2.16  0.000
70 H -0.55 -3.53 -0.78  0.000
71 H 0.67 -3.96 -1.97  0.000
72 H -0.82 -3.43 -4.57  0.000
73 H 0.76 -2.76 -4.19  0.000
74 H -0.56 -1.69 -4.67  0.000

=====

No. 2
C33H33N2O6P2Rb | ωB97M-V/def2-TZVPD

E_tot: -2545.10602 a.u.
Net charge: 0
Spin multiplicity: 1
LUMO energy: 0.086 eV

Last column: Mulliken charge in e.
Positions of all 77 atoms, in Å:
1 Rb -1.46 1.32 1.97  1.048
2 O -4.44 1.10 2.30  -0.588
3 C -4.86 0.01 3.11  -0.371
4 C -5.06 -1.20 2.21  -0.973
5 C -3.78 -1.72 1.54  -0.131
6 C -2.75 -2.23 2.52  0.363
7 C -3.04 -3.31 3.36  -0.683
8 C -2.09 -3.76 4.25  -0.525
9 C -0.86 -3.12 4.29  -0.686
10 C -0.65 -2.06 3.42  -0.283
11 N -1.56 -1.63 2.55  0.221
12 H -4.14 1.83 2.88  0.327
13 H -5.81 0.25 3.61  0.372
14 H -4.13 -0.20 3.89  0.301
15 H -5.78 -0.94 1.43  0.471
16 H -5.51 -1.99 2.81  0.377
17 H -3.33 -0.96 0.91  -0.220
18 H -4.06 -2.55 0.88  0.376
19 H -4.02 -3.78 3.30  0.406
20 H -2.30 -4.59 4.91  0.392
21 H -0.08 -3.42 4.98  0.425
22 H 0.30 -1.53 3.43  0.436
23 O 1.20 1.05 1.31  -0.674
24 P 1.91 0.30 0.25  0.686
25 C 0.85 -0.55 -0.97  -1.251
26 P -0.59 0.33 -1.65  1.097
27 O -1.69 0.47 -0.67  -0.567
28 C -1.04 -0.59 -3.13  0.367
29 C -2.04 -0.02 -3.93  -0.695
30 C -2.49 -0.68 -5.06  -0.666
31 C -1.95 -1.91 -5.41  -0.441
32 C -0.96 -2.49 -4.62  -0.708
33 C -0.51 -1.83 -3.48  -0.161
34 C -0.02 1.94 -2.23  0.394
35 C -0.48 3.09 -1.61  -0.596
36 C -0.04 4.34 -2.04  -0.588
37 C 0.85 4.43 -3.10  -0.571
38 C 1.31 3.28 -3.73  -0.712
39 C 0.87 2.04 -3.30  -0.372
40 C 2.99 1.36 -0.73  0.479
41 C 2.98 2.72 -0.47  -0.373
42 C 3.80 3.57 -1.20  -0.683
43 C 4.63 3.06 -2.19  -0.520
44 C 4.64 1.69 -2.45  -0.724
45 C 3.83 0.84 -1.72  -0.553
46 C 2.92 -1.02 0.96  0.642
47 C 3.16 -2.24 0.35  -0.169
48 C 3.94 -3.19 0.99  -0.758
49 C 4.48 -2.92 2.24  -0.485
50 C 4.24 -1.70 2.85  -0.698
51 C 3.46 -0.75 2.21  -0.575
52 H 0.44 -1.44 -0.48  0.813
53 H 1.50 -0.88 -1.79  0.574
54 H -2.46 0.93 -3.65  0.399
55 H -3.26 -0.23 -5.67  0.401
56 H -2.30 -2.42 -6.30  0.389
57 H -0.55 -3.45 -4.88  0.415
58 H 0.25 -2.30 -2.87  0.392
59 H -1.19 3.04 -0.79  0.464
60 H -0.41 5.23 -1.55  0.456
61 H 1.19 5.41 -3.43  0.425
62 H 2.01 3.36 -4.55  0.468
63 H 1.23 1.15 -3.80  0.403
64 H 2.34 3.11 0.31  0.522
65 H 3.79 4.63 -0.99  0.447
66 H 5.26 3.72 -2.76  0.421
67 H 5.29 1.29 -3.21  0.418
68 H 3.87 -0.23 -1.91  0.363
69 H 2.74 -2.48 -0.62  0.344
70 H 4.13 -4.15 0.52  0.421
71 H 5.09 -3.66 2.74  0.405
72 H 4.65 -1.48 3.83  0.420
73 H 3.24 0.20 2.70  0.448
74 O -2.72 3.31 3.59  -0.587
75 N -1.93 2.65 4.31  0.667
76 O -2.33 1.58 4.82  -0.515
77 O -0.74 2.98 4.38  -0.549

=====

No. 3
C33H34BF4O19 | ωB97M-V/def2-TZVPD

E_tot: -3131.42510 a.u.
Net charge: -1
Spin multiplicity: 1
LUMO energy: -0.304 eV

Last column: Mulliken charge in e.
Positions of all 91 atoms, in Å:
1 B 0.21 -0.34 0.69  0.392
2 F -0.16 0.67 1.57  -0.538
3 F -0.66 -1.49 0.72  -0.378
4 F 0.38 0.06 -0.57  -0.410
5 F 1.50 -0.94 1.02  -0.414
6 C 0.20 -8.00 -2.47  -0.910
7 C 1.05 -7.17 -3.44  0.145
8 C 1.26 -5.75 -3.30  0.941
9 O 1.79 -5.04 -4.11  -0.577
10 C 0.69 -5.09 -2.14  -0.671
11 C -0.17 -5.89 -1.11  0.534
12 C -0.38 -7.37 -1.19  0.288
13 O -0.91 -8.05 -0.37  -0.510
14 O -0.61 -5.25 0.14  -0.435
15 O 1.60 -7.65 -4.53  -0.528
16 H -0.03 -9.02 -2.68  0.452
17 H 0.74 -4.03 -2.05  0.589
18 H -0.40 -4.39 0.17  0.300
19 H 2.09 -7.18 -5.22  0.372
20 C -4.38 -2.97 -3.82  -0.893
21 C -3.69 -2.63 -2.49  -0.021
22 C -4.41 -1.84 -1.49  1.071
23 O -3.89 -1.60 -0.41  -0.605
24 C -5.79 -1.42 -1.70  -0.841
25 C -6.45 -1.73 -3.08  0.744
26 C -5.75 -2.56 -4.11  0.336
27 O -6.32 -2.89 -5.22  -0.616
28 O -7.48 -1.02 -3.40  -0.370
29 O -2.37 -2.94 -2.22  -0.361
30 H -3.81 -3.53 -4.46  0.582
31 H -6.27 -0.78 -1.00  0.336
32 H -7.76 -0.48 -2.75  0.306
33 H -2.19 -2.82 -1.17  0.350
34 C 0.67 3.11 -5.63  -0.649
35 C -0.50 2.21 -5.96  0.172
36 C -1.15 1.33 -4.99  0.519
37 O -2.17 0.72 -5.13  -0.598
38 C -0.44 1.22 -3.72  -0.762
39 C 0.88 1.92 -3.45  0.199
40 C 1.47 2.85 -4.40  0.604
41 O 2.50 3.47 -4.23  -0.546
42 O 1.58 1.90 -2.27  -0.421
43 O -1.19 2.18 -7.20  -0.449
44 H 0.87 3.93 -6.49  0.255
45 H -1.04 0.81 -3.03  0.996
46 H 1.11 1.41 -1.69  0.612
47 H -1.96 1.94 -7.12  0.264
48 C 2.86 1.07 5.74  -0.627
49 C 1.74 0.70 4.60  -0.011
50 C 0.63 -0.05 5.03  1.058
51 O -0.29 -0.25 4.16  -0.578
52 C 0.64 -0.77 6.32  -1.032
53 C 1.70 -0.42 7.30  0.592
54 C 2.86 0.39 7.03  0.449
55 O 3.76 0.59 7.78  -0.561
56 O 1.67 -0.86 8.61  -0.443
57 O 1.74 1.32 3.42  0.467
58 H 3.74 1.69 5.48  0.420
59 H -0.28 -1.30 6.63  0.236
60 H 0.81 -1.38 8.63  0.329
61 H 0.95 1.00 3.02  -0.059
62 C 6.16 1.18 3.43  -0.715
63 C 5.92 0.74 2.02  0.525
64 O 6.81 0.30 1.41  -0.533
65 C 4.56 0.91 1.39  -0.680
66 H 5.54 2.25 3.56  0.090
67 H 7.11 1.26 3.83  0.461
68 H 5.70 0.40 4.07  0.167
69 H 3.68 0.39 1.94  0.029
70 H 4.47 0.55 0.42  0.467
71 H 4.31 2.02 1.30  0.193
72 C 0.86 3.93 1.42  -0.064
73 C 0.82 4.58 2.71  0.472
74 O -0.29 4.86 3.18  -0.583
75 C 1.98 4.60 3.68  -0.780
76 H -0.08 3.45 0.75  -0.258
77 H 1.53 3.20 0.86  0.201
78 H 1.09 5.05 1.06  0.291
79 H 2.09 5.71 4.12  0.307
80 H 2.85 4.24 3.11  0.255
81 H 2.15 3.69 4.46  0.045
82 C -2.87 4.90 0.43  -0.823
83 C -3.28 3.73 -0.36  0.531
84 O -4.38 3.81 -0.92  -0.613
85 C -2.41 2.43 -0.48  -0.127
86 H -1.77 5.23 0.24  0.183
87 H -2.82 4.78 1.75  0.190
88 H -3.62 5.81 0.20  0.312
89 H -2.34 1.95 0.51  0.273
90 H -1.41 2.65 -1.17  -0.035
91 H -3.11 1.82 -1.22  0.124